Entry 1:
Computed, not measured: 3 unconnected molecules or ions with the total composition C12H27BrN3O7S2 at a distorted geometry, with ωB97M-V with the def2-TZVPD basis set.

Results
energy = -4534.36531 Ha
LUMO energy = -4.213 eV
E_HOMO = -13.06 eV
total charge = +1
gap between HOMO and LUMO = 8.851 eV

CARTESIAN COORDINATES (ANGSTROEM)
N: 1.7100 -1.3513 -0.2506
C: 0.6889 -0.4423 -0.1190
N: -0.1377 -0.1779 1.1191
C: -1.3106 0.7436 0.7808
C: -2.1086 0.2775 -0.6116
C: -3.2660 -0.7844 -0.1536
C: -3.5323 -2.0265 -1.1890
O: -3.3111 -3.2736 -0.6958
Br: -4.1015 -1.8235 -3.1247
C: -1.0638 -0.2594 -1.7512
N: 0.3058 0.3526 -1.3852
H: 1.7662 -1.8539 -1.1857
H: 2.3949 -1.6310 0.4891
H: -0.4899 -1.0735 1.5608
H: -2.1100 0.7824 1.6477
H: -0.9185 1.8547 0.5930
H: -2.6681 1.2619 -0.9877
H: -3.0297 -1.2000 0.9393
H: -4.3105 -0.2189 -0.0408
H: -0.8796 -1.4206 -1.7567
H: -1.3223 0.1188 -2.8441
H: 1.0088 0.0730 -2.1287
O: 2.8559 0.2806 -3.9830
S: 4.2077 0.5560 -4.4207
O: 4.8225 1.8546 -4.2483
O: 4.3619 0.1055 -5.9796
C: 3.4425 0.6199 -6.9320
C: 3.7939 2.0414 -7.3276
C: 5.2869 -0.6731 -3.7296
H: 2.4154 0.5559 -6.5570
H: 3.5043 -0.0232 -7.8152
H: 3.6459 2.7307 -6.4912
H: 3.1666 2.3777 -8.1585
H: 4.8457 2.1137 -7.6238
H: 4.8605 -1.6611 -3.9119
H: 5.3628 -0.4906 -2.6555
H: 6.2703 -0.5815 -4.1933
O: -1.5845 0.6235 4.4354
S: -2.6470 -0.0055 5.1906
O: -3.9633 0.5850 5.3046
O: -2.0987 -0.3568 6.6848
C: -1.5188 0.6824 7.4600
C: -2.5821 1.5692 8.0791
C: -2.8286 -1.6787 4.6247
H: -0.8137 1.2690 6.8611
H: -0.9436 0.2028 8.2577
H: -3.1119 2.1423 7.3127
H: -2.1334 2.2778 8.7818
H: -3.3296 0.9686 8.6080
H: -1.8452 -2.1514 4.5968
H: -3.2593 -1.6513 3.6216
H: -3.4975 -2.2109 5.3027

***

Entry 2:
Computed, not measured: a molecular structure, C12H27Cl2N2OP2V at a distorted geometry, with ωB97M-V with the def2-TZVPD basis set.

Results
energy = -3204.72858 Ha
multiplicity = 3
LUMO energy (alpha / beta) = -9.562 / -10.244 eV
E_HOMO (alpha / beta) = -15.61 / -15.61 eV
total charge = +2
gap between HOMO and LUMO (alpha / beta) = 6.046 / 5.363 eV

CARTESIAN COORDINATES (ANGSTROEM)
C: 1.2651 2.9557 0.1848
C: 1.1521 1.4598 0.4635
H: 2.3210 3.2392 0.2027
H: 0.7271 3.4941 0.9720
H: 0.7848 3.2404 -0.7518
O: 2.0807 0.8926 1.0183
Cl: -1.8296 2.4923 -0.2394
V: -0.5731 0.4445 -0.0620
P: -1.2970 0.4794 2.1886
C: -0.5484 -0.8174 3.2332
C: -0.9353 2.0352 3.0707
H: -1.3681 2.0135 4.0760
H: -3.4105 0.4971 3.3772
H: -1.3698 2.8599 2.5003
H: -3.5870 0.9108 1.6365
H: 0.5411 -0.7384 3.1783
H: 0.1469 2.1719 3.1419
C: -3.0934 0.2552 2.3575
H: -0.8708 -0.7125 4.2740
H: -3.3418 -0.7780 2.1054
H: -0.8516 -1.7981 2.8568
P: -0.1897 0.4657 -2.4037
C: 0.8397 -0.9417 -2.9420
C: -1.7201 0.3103 -3.3744
H: 0.0853 2.8259 -2.9075
H: 0.7936 1.8077 -4.1861
H: 1.6493 2.0314 -2.6344
C: 0.6681 1.9232 -3.1046
H: -2.5099 0.8973 -2.9021
H: -1.5498 0.6511 -4.4009
H: 1.0233 -0.8913 -4.0198
H: 0.3038 -1.8612 -2.6912
H: -2.0135 -0.7424 -3.3599
H: 1.7954 -0.9264 -2.4108
Cl: -2.6520 -0.8766 -0.7330
C: 2.9419 -1.3748 -0.3104
C: 1.6362 -2.0213 0.0628
N: 0.3738 -1.4744 0.1613
C: -0.3866 -2.5345 0.5363
C: 0.3786 -3.6604 0.6582
N: 1.6378 -3.3355 0.3659
H: 2.8656 -0.3390 -0.6683
H: 3.6345 -1.4259 0.5556
H: 3.3975 -1.9563 -1.1401
H: -1.4424 -2.5185 0.7419
H: 0.0403 -4.6463 0.9497
H: 2.4570 -3.9833 0.3732

***

Entry 3:
Computed, not measured: 3 unconnected molecules or ions with the total composition C12H27FN2O10S3 at a distorted geometry, with ωB97M-V with the def2-TZVPD basis set.

Results
energy = -2629.46280 Ha
SMILES = CCCCCCN(NCC)S(=O)(=O)F.O=S1(=O)OCCO1.O=S1(=O)OCCO1
LUMO energy = -0.880 eV
energy relative to the best compared isomer or geometry (same formula, charge and spin) = 144.9 kcal/mol
E_HOMO = -10.23 eV
total charge = 0
gap between HOMO and LUMO = 9.349 eV

CARTESIAN COORDINATES (ANGSTROEM)
C: 1.9047 0.8191 0.5569
C: 0.6962 1.5803 -0.2512
C: 0.3652 0.9719 -1.7370
C: 0.4833 -0.6581 -1.8655
C: -0.8572 -1.3397 -2.5858
C: -1.7138 -2.1128 -1.3750
N: -2.0991 -1.0293 -0.3927
N: -3.3920 -0.6595 -0.7507
C: -3.6640 0.8095 -0.5130
C: -5.0903 1.2300 -1.2717
S: -1.9784 -1.5404 1.2722
O: -1.7668 -0.2233 2.1164
O: -0.7672 -2.4466 1.5977
F: -3.3939 -2.2788 1.9085
H: 2.8676 0.6058 -0.0744
H: 2.1544 1.4243 1.5422
H: 1.4955 -0.2323 0.9233
H: -0.2957 1.6607 0.3905
H: 1.0524 2.7036 -0.4149
H: -0.7029 1.4056 -2.0426
H: 1.1325 1.4442 -2.5006
H: 0.5762 -1.2204 -0.8169
H: 1.4418 -1.0170 -2.4786
H: -0.5940 -2.0458 -3.4809
H: -1.5216 -0.4522 -2.9795
H: -2.7011 -2.5254 -1.8597
H: -0.9925 -2.9334 -0.9562
H: -4.1183 -1.2837 -0.3364
H: -3.7135 1.0144 0.6585
H: -2.8212 1.4161 -1.0540
H: -5.8834 0.3607 -1.2672
H: -5.5554 2.1398 -0.6710
H: -4.9130 1.6271 -2.3713
O: 3.5090 0.7815 -2.9691
S: 3.8477 -0.6178 -2.8338
O: 3.4021 -1.4321 -1.7271
O: 5.4659 -0.7645 -2.9679
C: 5.7761 -1.6340 -4.0555
C: 4.6162 -1.4893 -5.0370
O: 3.4510 -1.3741 -4.2235
H: 5.8389 -2.6558 -3.6675
H: 6.7337 -1.3566 -4.5042
H: 4.5324 -2.3445 -5.7118
H: 4.7098 -0.5700 -5.6248
O: 1.1418 3.1470 6.5805
S: -0.2552 2.7908 6.6933
O: -1.2240 3.6127 7.3804
O: -0.3471 1.2747 7.2856
C: -1.0510 0.4454 6.3626
C: -0.7969 1.0581 4.9879
O: -0.8204 2.4681 5.1977
H: -2.1151 0.4782 6.6182
H: -0.6937 -0.5858 6.4274
H: -1.5522 0.7646 4.2550
H: 0.1966 0.7888 4.6141

***

Entry 4:
Computed, not measured: 3 unconnected molecules or ions with the total composition C12H27N4O8S2 at a distorted geometry, with ωB97M-V with the def2-TZVPD basis set.

Results
energy = -2090.37957 Ha
LUMO energy = -4.548 eV
E_HOMO = -11.51 eV
total charge = +1
gap between HOMO and LUMO = 6.964 eV

CARTESIAN COORDINATES (ANGSTROEM)
N: 4.5824 0.1432 4.2867
C: 4.7558 1.3865 3.4682
C: 3.7718 2.5110 3.9904
C: 3.0923 3.3740 2.8702
C: 1.9163 2.6820 2.0753
C: 1.6606 1.1658 2.4020
N: 0.2391 0.8710 1.9773
C: -0.7816 1.2200 2.7337
N: -1.0328 0.9486 4.1184
C: -1.9568 2.0891 4.4692
C: -2.8807 2.0008 3.1810
N: -1.8131 2.0126 2.1193
H: 3.8647 -0.4388 3.8516
H: 4.2190 0.3686 5.2105
H: 5.8265 1.6719 3.5265
H: 4.4144 1.1127 2.4393
H: 4.3572 3.2152 4.6367
H: 2.9863 2.0722 4.6629
H: 3.8554 3.7941 2.1653
H: 2.6527 4.2728 3.3823
H: 2.1933 2.7251 0.9871
H: 0.9607 3.2626 2.1500
H: 1.7125 0.8926 3.4770
H: 2.3008 0.5281 1.7460
H: 0.0920 0.3429 1.1168
H: -1.6526 0.1300 4.2016
H: -2.4645 2.0545 5.4520
H: -1.3246 2.9929 4.2700
H: -3.6013 2.8447 3.1268
H: -3.3634 1.0069 2.9846
H: -1.5142 2.9964 2.1483
C: -1.3507 -2.2578 -1.7306
C: -0.5108 -3.0289 -2.7290
O: 0.4379 -2.0712 -3.2283
S: 0.7955 -1.0186 -2.0617
O: 2.0130 -1.4290 -1.4337
O: 0.5958 0.3035 -2.5635
O: -0.4281 -1.3811 -1.0634
H: -2.1013 -1.6441 -2.2349
H: -1.8410 -2.9116 -1.0118
H: -1.1155 -3.4442 -3.5495
H: 0.0460 -3.8336 -2.2387
C: -2.6123 -2.1228 -7.3505
C: -3.0046 -3.4832 -7.8981
O: -3.0338 -4.3431 -6.7532
S: -3.4969 -3.4912 -5.4635
O: -4.8926 -3.6969 -5.2558
O: -2.5286 -3.6869 -4.4232
O: -3.2878 -2.0190 -6.0916
H: -1.5367 -2.0651 -7.1670
H: -2.9110 -1.3099 -8.0093
H: -2.2979 -3.8534 -8.6374
H: -4.0071 -3.4622 -8.3322